Here is a cluster of 15 separate species, C66H174N12O21 in total in a non-equilibrium geometry from the Open Molecules 2025 dataset. Energies are from ωB97M-V/def2-TZVPD.

Output
LUMO level: 0.01986 hartree
E_HOMO: -8.243 eV
Kohn-Sham gap: 8.8 eV
Calculated total energy: -4855.59842 hartree

Positions of all 273 atoms, in Å:
C -0.599 0.566 -5.995
O -0.015 -0.355 -5.015
C -0.395 -1.687 -5.137
C 0.649 -2.583 -4.621
N 1.889 -2.648 -5.450
C 2.890 -3.628 -5.188
C 3.863 -3.345 -4.057
O 4.481 -2.050 -4.027
C 5.688 -1.887 -4.806
H 0.133 1.324 -6.248
H -1.555 0.903 -5.600
H -0.786 -0.022 -6.895
H -0.603 -1.857 -6.199
H -1.386 -1.859 -4.609
H 0.249 -3.566 -4.615
H 0.810 -2.355 -3.566
H 2.312 -1.713 -5.313
H 3.525 -3.684 -6.107
H 2.450 -4.651 -5.093
H 4.566 -4.083 -4.271
H 3.425 -3.592 -3.115
H 6.207 -1.002 -4.463
H 5.534 -1.862 -5.905
H 6.419 -2.756 -4.653
C -3.307 3.240 -1.997
O -2.428 2.304 -1.388
C -1.838 1.340 -2.298
C -0.719 0.678 -1.407
N -1.323 0.146 -0.180
C -0.351 -0.245 0.850
C -0.177 -1.786 0.799
O 0.825 -2.094 1.730
C 1.355 -3.344 1.750
H -2.719 3.916 -2.570
H -3.679 3.874 -1.168
H -4.189 2.889 -2.572
H -1.317 1.852 -3.203
H -2.663 0.625 -2.557
H 0.096 1.345 -1.193
H -0.341 -0.131 -2.044
H -2.030 0.834 0.160
H -0.585 0.032 1.865
H 0.599 0.217 0.713
H 0.134 -2.144 -0.195
H -1.086 -2.322 1.057
H 1.688 -3.668 0.711
H 0.641 -4.159 2.015
H 2.210 -3.307 2.363
C 3.645 -10.134 -2.874
O 3.104 -8.857 -2.819
C 3.571 -8.141 -1.654
C 2.752 -6.848 -1.686
N 1.317 -7.076 -1.521
C 0.738 -5.709 -1.379
C -0.657 -5.474 -1.975
O -1.107 -4.295 -1.350
C -2.325 -3.894 -1.928
H 3.330 -10.618 -3.766
H 3.332 -10.782 -2.064
H 4.720 -10.119 -2.893
H 4.653 -8.118 -1.617
H 3.242 -8.613 -0.724
H 2.983 -6.336 -2.632
H 3.079 -6.201 -0.885
H 0.969 -7.569 -2.337
H 1.384 -4.949 -1.752
H 0.677 -5.592 -0.301
H -1.380 -6.378 -1.832
H -0.661 -5.330 -3.137
H -3.121 -4.596 -1.670
H -2.188 -3.734 -3.014
H -2.506 -2.941 -1.428
C -9.097 1.178 -2.618
O -7.863 1.171 -3.318
C -8.037 1.600 -4.661
C -6.672 1.580 -5.428
N -5.796 2.726 -5.178
C -4.971 2.952 -6.353
C -4.012 4.077 -6.271
O -4.742 5.265 -5.997
C -4.066 6.464 -6.402
H -8.916 0.653 -1.654
H -9.918 0.693 -3.187
H -9.367 2.201 -2.467
H -8.461 2.593 -4.588
H -8.680 0.928 -5.124
H -6.842 1.520 -6.516
H -6.228 0.606 -5.157
H -6.379 3.546 -5.043
H -5.711 3.186 -7.150
H -4.499 1.994 -6.688
H -3.521 4.174 -7.218
H -3.323 3.907 -5.368
H -3.278 6.734 -5.706
H -4.757 7.309 -6.493
H -3.703 6.300 -7.469
C -3.556 6.727 -2.351
O -2.364 6.538 -2.997
C -1.624 7.738 -3.060
C -0.167 7.491 -3.395
N 0.059 6.840 -4.624
C 1.429 6.422 -4.723
C 1.798 5.297 -3.841
O 1.107 4.150 -4.274
C 1.583 2.926 -3.690
H -4.093 7.493 -2.915
H -3.317 7.093 -1.358
H -4.195 5.833 -2.257
H -1.694 8.241 -2.112
H -2.103 8.381 -3.825
H 0.232 7.000 -2.539
H 0.325 8.494 -3.436
H -0.575 6.037 -4.644
H 1.991 7.319 -4.445
H 1.571 6.230 -5.769
H 1.543 5.446 -2.764
H 2.854 5.110 -3.920
H 1.244 2.926 -2.658
H 2.683 2.915 -3.692
H 1.182 2.106 -4.301
C 7.022 -3.503 8.179
O 6.130 -3.667 7.073
C 5.107 -4.656 7.374
C 4.165 -4.686 6.238
N 4.698 -5.415 5.065
C 3.870 -5.388 3.882
C 4.388 -6.302 2.766
O 3.509 -6.200 1.605
C 2.330 -6.994 1.751
H 7.815 -2.788 7.777
H 7.492 -4.404 8.528
H 6.452 -3.042 9.000
H 4.537 -4.322 8.304
H 5.445 -5.678 7.492
H 3.868 -3.618 5.985
H 3.247 -5.193 6.574
H 5.628 -4.973 4.918
H 3.746 -4.386 3.523
H 2.884 -5.684 4.180
H 4.538 -7.331 3.009
H 5.414 -5.942 2.439
H 2.053 -7.181 0.700
H 1.505 -6.484 2.295
H 2.641 -7.941 2.210
C -4.451 -2.073 3.782
C -3.691 -2.220 2.403
C -3.474 -3.679 1.934
O -2.506 -4.336 2.734
C -2.458 -5.709 2.235
N -4.273 -1.300 1.476
H -5.430 -2.552 3.716
H -4.546 -0.982 3.979
H -3.948 -2.678 4.554
H -2.662 -1.930 2.691
H -3.134 -3.593 0.921
H -4.425 -4.240 2.067
H -3.393 -6.114 2.538
H -1.558 -6.249 2.601
H -2.455 -5.767 1.114
H -4.199 -0.348 1.807
H -3.639 -1.349 0.655
C 7.352 -1.209 2.749
C 6.437 -2.401 2.554
C 7.015 -3.343 1.506
O 6.941 -2.674 0.245
C 5.758 -2.940 -0.545
N 6.249 -3.222 3.766
H 8.301 -1.552 3.196
H 6.930 -0.420 3.382
H 7.655 -0.807 1.758
H 5.428 -2.112 2.310
H 6.452 -4.259 1.545
H 7.996 -3.622 1.763
H 4.853 -3.121 0.115
H 5.905 -3.874 -1.137
H 5.693 -2.086 -1.260
H 5.937 -2.501 4.384
H 7.207 -3.442 4.128
C 5.147 2.539 -2.427
C 4.023 1.857 -1.677
C 4.447 0.516 -0.976
O 3.427 -0.080 -0.245
C 2.597 -0.955 -0.990
N 3.491 2.845 -0.759
H 6.068 2.706 -1.779
H 4.753 3.546 -2.741
H 5.512 2.008 -3.302
H 3.303 1.573 -2.410
H 5.332 0.802 -0.311
H 4.803 -0.309 -1.724
H 3.170 -1.646 -1.610
H 1.797 -0.465 -1.580
H 2.070 -1.634 -0.316
H 4.363 3.246 -0.419
H 2.941 2.418 -0.011
C -7.230 1.123 2.076
C -7.322 1.039 0.539
C -6.276 1.889 -0.137
O -6.153 3.234 0.270
C -7.194 4.151 -0.026
N -7.135 -0.372 0.093
H -7.899 0.389 2.566
H -7.431 2.105 2.484
H -6.206 0.881 2.434
H -8.344 1.255 0.264
H -6.365 1.841 -1.199
H -5.319 1.358 0.116
H -7.708 3.880 -0.969
H -6.842 5.203 -0.054
H -7.910 4.070 0.811
H -6.186 -0.650 0.379
H -7.151 -0.283 -0.923
C 1.156 4.528 1.369
C -0.347 4.408 1.496
C -1.110 5.553 0.931
O -0.768 6.721 1.720
C -1.623 7.781 1.290
N -0.828 3.087 1.009
H 1.444 4.336 0.289
H 1.679 3.860 2.089
H 1.409 5.570 1.604
H -0.597 4.413 2.563
H -2.186 5.409 1.054
H -0.839 5.647 -0.096
H -2.700 7.464 1.215
H -1.443 8.216 0.324
H -1.503 8.509 2.071
H -1.080 3.096 0.012
H -0.137 2.354 1.079
C -2.851 1.980 4.366
C -3.851 2.496 3.404
C -3.878 4.010 3.348
O -4.190 4.589 4.626
C -4.139 6.015 4.570
N -3.722 2.024 1.995
H -3.279 2.168 5.357
H -1.791 2.371 4.395
H -2.838 0.872 4.282
H -4.847 2.209 3.658
H -4.659 4.341 2.669
H -2.936 4.416 2.953
H -3.152 6.405 4.367
H -4.482 6.311 5.580
H -4.923 6.473 3.897
H -2.834 2.342 1.581
H -4.453 2.468 1.442
C 0.285 -3.095 6.148
C 1.331 -2.433 5.179
O 2.102 -1.341 5.842
H -0.210 -3.912 5.578
H -0.411 -2.320 6.552
H 0.886 -3.491 6.928
H 1.007 -2.190 4.211
H 2.097 -3.235 5.046
H 1.589 -0.540 5.746
C 1.344 3.548 5.470
C 1.626 2.153 6.012
O 0.935 1.112 5.335
H 1.850 3.596 4.478
H 1.742 4.377 6.031
H 0.265 3.603 5.177
H 1.375 2.091 7.028
H 2.680 1.964 6.044
H 1.114 1.109 4.392
C 4.671 2.295 2.848
C 3.945 0.996 2.942
O 2.571 1.002 2.584
H 5.728 2.205 3.086
H 4.216 3.010 3.536
H 4.484 2.741 1.852
H 4.098 0.537 3.956
H 4.452 0.377 2.161
H 2.429 0.296 1.940